(1)
{"formula": "C5H10N2O", "method": "the ωB97M-V functional and the def2-TZVPD basis", "smiles": "CCCN=C=N.C=O", "total_energy_ev": -10372.10413, "de_lowest_kcal_mol": 73.8, "homo_ev": -9.171, "charge": 0, "orbital_gap_ev": 9.958, "symbols": ["C", "C", "C", "C", "C", "N", "N", "O", "H", "H", "H", "H", "H", "H", "H", "H", "H", "H"], "positions_angstrom": [[-0.370, 2.062, -1.050], [1.668, -2.054, 0.742], [0.637, -0.969, 0.553], [0.872, -0.086, -0.642], [-2.335, 0.375, 0.434], [-0.697, 3.169, -1.396], [-0.209, 0.954, -0.542], [-3.354, 0.647, -0.116], [1.722, -2.265, 1.835], [1.522, -2.964, 0.086], [2.611, -1.613, 0.362], [0.391, -0.255, 1.372], [-0.388, -1.381, 0.299], [1.812, 0.404, -0.681], [0.687, -0.554, -1.591], [-1.940, 0.986, 1.344], [-1.819, -0.596, 0.239], [-0.809, 4.140, -1.248]], "lowdin_charge": [-0.2897, -0.1059, -0.2955, -0.1924, -0.2331, 0.1934, 0.0247, -0.0069, 0.0819, 0.0938, 0.0700, 0.1218, 0.0906, 0.1024, 0.1156, 0.1109, 0.0510, 0.0673]}

(2)
{"formula": "C5H10N2O2", "method": "the ωB97M-V functional and the def2-TZVPD basis", "total_energy_ev": -12417.80531, "de_lowest_kcal_mol": 130.7, "homo_ev": [-7.368, -7.386], "charge": 0, "orbital_gap_ev": [7.730, 7.750], "symbols": ["C", "C", "C", "C", "C", "N", "N", "O", "O", "H", "H", "H", "H", "H", "H", "H", "H", "H", "H"], "positions_angstrom": [[-1.301, -0.502, 0.400], [0.114, -2.314, 1.092], [-1.921, 1.059, -1.441], [1.975, -0.314, 2.155], [-1.387, -0.324, -1.086], [-0.884, -1.636, 0.947], [1.440, -0.312, 0.825], [0.787, -3.218, 1.381], [0.408, 0.558, 0.686], [-2.020, 0.048, 0.999], [-1.347, 1.826, -0.928], [-2.966, 1.157, -1.156], [-1.837, 1.236, -2.511], [1.195, -0.430, 2.926], [2.668, -1.148, 2.227], [2.522, 0.618, 2.362], [-0.386, -0.457, -1.503], [-2.032, -1.096, -1.512], [0.169, 0.976, 1.543]], "lowdin_charge": [-0.1592, -0.3382, -0.1005, -0.1738, -0.2173, 0.1408, -0.1369, 0.1496, -0.1131, 0.1310, 0.0691, 0.0735, 0.0748, 0.0790, 0.0785, 0.0730, 0.1194, 0.1206, 0.1297]}

(3)
{"formula": "C5H10N2O2", "method": "the ωB97M-V functional and the def2-TZVPD basis", "smiles": "C=C(C)N(O)C(=O)NC", "total_energy_ev": -12415.77745, "de_lowest_kcal_mol": 177.5, "homo_ev": -9.144, "charge": 0, "orbital_gap_ev": 9.773, "symbols": ["C", "C", "C", "C", "C", "H", "H", "H", "H", "H", "H", "H", "H", "H", "H", "N", "N", "O", "O"], "positions_angstrom": [[2.828, 0.135, 0.113], [0.589, -0.958, -0.061], [-1.333, 0.162, 0.044], [-0.680, 1.697, -0.100], [-2.586, 0.121, 0.479], [3.731, -0.706, -0.309], [2.861, 1.293, 0.443], [2.400, -0.488, 1.196], [1.290, 0.035, -1.766], [-1.417, -2.221, 0.595], [-1.316, 2.474, -0.035], [0.097, 1.651, 0.614], [-0.302, 1.484, -1.190], [-3.145, 1.070, 0.824], [-3.348, -0.723, 0.069], [1.479, -0.205, -0.681], [-0.724, -0.947, -0.679], [0.816, -1.623, 0.995], [-1.238, -2.249, -0.550]], "lowdin_charge": [-0.0643, -0.5795, -0.3245, 0.0204, -0.0003, 0.1462, 0.0951, 0.1366, 0.2043, 0.2197, 0.0195, 0.0407, 0.1026, 0.0830, 0.1127, -0.0260, -0.1182, -0.0079, -0.0601]}

(4)
{"formula": "C5H10N2O2", "method": "the ωB97M-V functional and the def2-TZVPD basis", "total_energy_ev": -12418.85913, "de_lowest_kcal_mol": 106.4, "homo_ev": [-7.863, -7.863], "charge": 0, "orbital_gap_ev": [8.027, 8.028], "symbols": ["C", "C", "N", "C", "N", "C", "C", "O", "O", "H", "H", "H", "H", "H", "H", "H", "H", "H", "H"], "positions_angstrom": [[0.491, 1.341, -0.428], [1.602, -0.788, -1.013], [0.470, 0.089, -1.179], [-0.198, 0.826, 0.796], [0.486, 0.368, 1.859], [-1.045, -0.593, -1.100], [-1.523, 0.345, 0.540], [-2.110, -0.257, 1.658], [-1.846, -0.322, -1.995], [-2.116, -1.220, 1.550], [0.200, -0.531, 2.233], [1.469, 0.591, 1.930], [-0.794, -1.647, -0.853], [1.500, 1.717, -0.233], [-0.107, 2.097, -0.943], [-2.208, 1.081, 0.117], [2.552, -0.247, -1.083], [1.603, -1.318, -0.044], [1.574, -1.531, -1.813]], "lowdin_charge": [-0.1346, -0.1279, -0.1484, -0.2261, 0.1872, -0.3521, -0.2236, -0.0324, -0.0389, 0.1005, 0.1221, 0.1174, 0.1281, 0.1226, 0.1271, 0.1454, 0.0825, 0.0643, 0.0870]}